14
Properties=species:S:1:pos:R:3:lowdin_charge:R:1 method="wB97M-V/def2-TZVPD" e_above_lowest_kj_mol=335.1 total_energy_ev=-7254.402 molar_mass_g_mol=84.12
C -0.4513 -1.3567 0.0134 -0.043
N 0.3190 -0.1227 0.1327 -0.219
C 1.2233 -0.0123 1.2700 -0.041
C 0.0846 0.8952 -0.6571 -0.082
C -1.1321 1.1457 -1.4758 -0.373
N -2.1945 0.4942 -1.3143 0.051
H -0.3267 -1.9473 0.9233 0.086
H -0.1024 -1.9312 -0.8498 0.100
H -1.4938 -1.0524 -0.1861 0.055
H 0.6347 -0.0188 2.1944 0.098
H 1.7818 0.9239 1.2118 0.087
H 1.9211 -0.8534 1.2872 0.093
H 0.7476 1.7487 -0.4916 0.109
H -1.0113 2.0870 -2.0582 0.079